A 3-piece molecular cluster, C28H59F6IN6O3P overall at a distorted geometry. Source: the OMol25 dataset; level of theory: wB97M-V/def2-TZVPD.

```
! RIJCOSX wB97M-V def2-TZVPD def2/J DEFGRID3
* xyz 1 1
I -1.395 1.097 -2.853
P 2.528 -2.143 0.472
F 6.506 -3.038 -1.920
F -1.923 -3.461 -4.486
F 6.602 -2.917 -4.101
F 7.526 -1.342 -2.868
F -3.738 -4.543 -3.898
F -3.138 -2.734 -2.819
O 0.538 1.808 0.036
O -0.506 -4.685 -2.758
O 5.019 -0.719 -4.222
N -0.207 3.092 -5.448
N 2.720 -3.676 0.681
N 0.830 -1.472 -4.791
N 2.611 -0.250 -2.560
N 0.796 -0.347 -0.996
N 0.637 0.878 -3.026
C 3.503 0.718 6.879
C 1.323 1.548 -4.158
C 0.483 1.806 -5.400
C 5.157 -1.377 -2.988
C -6.815 1.782 2.203
C 6.456 -2.186 -2.972
C -5.296 1.948 2.238
C -4.769 3.179 1.501
C 1.134 0.563 0.127
C -7.596 2.968 2.767
C 1.238 0.300 5.776
C 2.573 -1.703 -2.983
C -0.655 1.900 0.806
C -7.303 3.243 4.239
C 0.418 -4.693 -1.676
C -0.262 2.892 4.875
C -5.092 3.166 0.010
C 1.209 2.593 4.596
C 2.233 -1.828 -4.482
C 1.517 1.099 4.502
C 1.210 -1.776 -0.780
C -2.658 -3.862 -3.420
C -1.861 -4.707 -2.421
C 1.985 0.794 7.013
C 1.637 -3.944 -2.171
C 1.466 -2.420 -2.168
C 1.313 0.135 -2.202
C 3.977 -2.313 -2.762
H 1.736 -4.234 -3.219
H 0.164 0.304 5.982
H 2.439 -2.860 -4.770
H -1.308 1.041 0.644
H 1.494 3.064 3.650
H -7.395 3.867 2.179
H -0.446 3.967 4.892
H 3.157 -0.196 -1.705
H -0.035 -4.249 -0.789
H -1.201 2.789 0.505
H 0.073 3.707 -4.697
H -4.672 2.276 -0.469
H -5.168 4.089 1.953
H -7.904 4.075 4.607
H 2.198 0.965 -4.412
H 2.220 -1.424 1.635
H 1.504 -0.746 5.596
H 0.519 -2.249 -2.690
H 0.333 -2.277 -0.371
H -0.590 2.489 5.833
H 5.783 -0.155 -4.370
H 3.826 -0.306 6.683
H 4.086 -3.143 -3.460
H 2.214 0.750 0.146
H -4.683 4.044 -0.492
H 0.701 -5.713 -1.407
H 2.527 -4.291 -1.659
H -7.077 0.883 2.769
H 1.673 0.189 7.866
H 1.689 1.820 7.247
H -3.684 3.229 1.636
H -7.534 2.369 4.851
H -1.208 2.988 -5.377
H -8.663 2.764 2.648
H 1.683 2.506 -3.776
H 0.840 0.072 1.056
H 0.275 -2.313 -4.895
H -4.958 1.983 3.275
H -6.168 3.162 -0.164
H 2.614 -3.954 1.647
H 3.872 1.349 6.068
H 5.251 -0.650 -2.175
H -0.403 1.997 1.862
H 0.806 -1.050 -5.710
H -4.839 1.050 1.803
H 3.992 1.050 7.795
H 2.907 -1.204 -5.058
H 3.651 -1.460 -0.041
H -2.266 -5.720 -2.444
H -0.213 0.988 -5.580
H -2.040 -4.282 -1.433
H -7.142 1.595 1.176
H -0.892 2.456 4.097
H 2.563 0.970 4.211
H 0.919 0.666 3.687
H -6.256 3.501 4.403
H 4.079 -2.742 -1.769
H 1.197 1.778 -6.227
H 1.832 3.059 5.362
*
```

The highest occupied orbital energy comes out at -11.94 eV. The calculation puts the lowest unoccupied orbital energy at -3.993 eV.

Atom charges from the Mulliken analysis, given in e for atoms 1 to 4: 0.224, 0.503, -0.258, -0.260

---

One molecule with the formula C18H22N8O3. Source: the OMol25 dataset; level of theory: wB97M-V/def2-TZVPD.

```
! RIJCOSX wB97M-V def2-TZVPD def2/J DEFGRID3
* xyz 0 1
O -2.583 -0.054 1.258
O 0.712 3.835 0.528
O -0.511 -1.861 1.221
N -2.051 4.551 2.587
N -0.793 1.309 0.925
N 1.532 3.906 -2.965
N 1.398 2.189 -0.881
N 1.090 8.236 -3.988
N 1.406 7.111 -4.680
N 1.043 6.577 -2.566
N -0.622 4.159 4.235
C 0.875 7.919 -2.737
C -2.528 5.206 0.203
C 0.943 5.720 -1.499
C -2.262 6.465 0.978
C 0.133 0.353 0.292
C -1.994 3.180 2.735
C 1.187 4.413 -1.729
C 1.074 3.454 -0.581
C 1.377 6.115 -3.823
C -2.044 1.045 1.340
C -2.810 2.227 1.924
C -2.869 5.280 1.663
C -1.205 5.078 3.514
C -1.112 2.972 3.759
C 1.622 4.719 -3.968
C 0.447 -0.836 1.224
C -0.408 -0.135 -1.048
C 1.454 1.117 0.097
H 1.781 1.537 1.051
H 0.677 6.111 -0.529
H 2.213 0.411 -0.237
H -1.391 -1.446 1.260
H -1.065 6.143 3.610
H 1.381 -1.295 0.887
H -3.278 2.747 1.085
H -1.676 4.592 -0.060
H 0.607 8.595 -1.944
H 1.651 2.010 -1.841
H -1.341 -0.674 -0.914
H -2.897 7.324 0.809
H -3.343 5.196 -0.507
H 1.891 4.326 -4.941
H -0.799 2.024 4.168
H -0.425 2.232 1.130
H -0.586 0.707 -1.718
H 0.309 -0.815 -1.514
H -3.915 5.337 1.940
H -1.236 6.701 1.223
H 0.619 -0.440 2.234
H -3.619 1.793 2.512
*
```

The highest occupied orbital energy comes out at -8.69 eV. The calculation puts the lowest unoccupied orbital energy at -0.626 eV. As for the structure (SMILES): C[C@@](CO)(CNC(=O)c1cn2cnnc2cn1)NC(=O)Cc1cncn1C1CC1.

Atom charges from the Mulliken analysis, given in e for atoms 1 to 4: -0.768, -0.745, -0.597, 0.331

---

C44H59BrO2P2PtSi as an isolated structure at a distorted geometry. Source: the OMol25 dataset; level of theory: wB97M-V/def2-TZVPD.

```
! RIJCOSX wB97M-V def2-TZVPD def2/J DEFGRID3
* xyz 2 1
Pt 0.284 -0.841 -0.145
Br -0.671 6.578 -2.816
P -2.495 -1.438 0.246
P 2.589 -0.938 0.087
Si -0.006 -1.064 2.120
O -0.333 2.617 2.217
O -0.483 1.991 0.053
C -0.338 4.679 -0.757
C -5.452 -3.745 -0.359
C 3.699 3.477 -0.335
C -6.545 -2.034 1.189
C 0.016 4.253 0.523
C -1.425 -1.335 -3.749
C 3.415 -2.569 -0.211
C 0.341 6.916 -0.178
C -6.757 -3.284 0.307
C 3.172 -0.381 4.655
C -5.309 -1.244 0.747
C -3.396 -0.113 -2.228
C 4.241 2.394 0.617
C -1.531 0.194 -3.908
C 2.602 -2.899 -2.576
C 3.351 0.491 -0.804
C -1.338 0.326 2.020
C -0.177 6.010 -1.089
C 2.249 1.547 -1.021
C -0.291 2.847 0.867
C -2.321 0.841 -2.754
C -2.756 -1.377 -1.600
C -2.473 2.390 3.003
C -1.187 1.620 2.824
C 5.028 -2.241 -2.226
C 1.897 -0.445 4.111
C -4.264 -3.576 0.587
C 0.723 6.475 1.083
C 4.866 -2.548 -0.730
C 1.698 -0.617 2.732
C 2.805 -0.719 1.894
C 0.551 5.150 1.446
C 4.269 -0.569 3.825
C -4.052 -2.089 0.997
C 4.083 -0.747 2.462
C -3.339 1.245 1.080
C 4.609 1.134 -0.167
C 2.879 2.858 -1.487
C -2.378 0.208 1.129
C 2.530 -3.423 -1.142
C -3.443 2.265 2.085
C -0.664 -2.329 3.300
C -1.424 -1.730 -2.278
C 4.034 -3.014 -3.098
H 1.512 1.179 -1.739
H 5.141 0.438 0.473
H -4.055 1.273 0.267
H 0.097 -3.085 3.510
H -4.048 0.400 -1.521
H -5.534 -4.793 -0.646
H 5.263 -3.549 -0.542
H 5.269 -0.588 4.240
H -4.446 -4.168 1.487
H -5.407 -0.989 -0.313
H 4.095 -2.650 -4.125
H -2.787 1.766 -3.097
H -2.272 -1.826 -4.237
H 0.454 7.957 -0.452
H 1.040 -0.375 4.779
H 1.926 -3.465 -3.220
H 3.526 2.659 -2.347
H 4.951 -0.937 1.845
H 1.731 1.730 -0.074
H -6.432 -2.314 2.240
H -0.736 3.972 -1.474
H -2.010 0.423 -4.860
H 5.118 2.772 1.143
H -1.555 -2.835 2.918
H 6.045 -2.503 -2.520
H 5.480 -1.856 -0.147
H -4.315 2.908 2.105
H 2.888 -4.457 -1.118
H 0.854 4.807 2.428
H -2.513 3.129 3.798
H -7.418 -1.384 1.130
H -0.663 1.442 3.760
H -0.529 0.631 -3.946
H 3.499 2.141 1.382
H 4.926 -1.171 -2.410
H 2.274 -1.847 -2.595
H -0.525 -1.707 -4.237
H 3.406 -3.014 0.784
H -7.162 -4.093 0.917
H 1.141 7.177 1.793
H 1.503 -3.416 -0.777
H -0.930 -1.840 4.244
H 4.537 4.039 -0.752
H -3.432 -2.224 -1.749
H 3.610 0.076 -1.776
H 4.311 -4.073 -3.115
H -3.359 -3.983 0.126
H -1.646 1.104 -1.936
H -7.493 -3.072 -0.469
H -1.202 -2.786 -2.147
H -4.035 -0.426 -3.058
H 3.305 -0.228 5.719
H 2.108 3.554 -1.824
H 5.300 1.404 -0.969
H -0.601 -1.168 -1.786
H -3.832 -2.043 2.068
H -5.284 -3.177 -1.280
H -5.257 -0.317 1.328
H 3.085 4.185 0.227
*
```

The highest occupied orbital energy comes out at -13.50 eV. The calculation puts the lowest unoccupied orbital energy at -8.345 eV.

Atom charges from the Mulliken analysis, given in e for atoms 1 to 4: 2.236, -0.136, -1.359, -1.187

---

A 3-piece molecular cluster, C5H13O5 overall at a distorted geometry. Source: the OMol25 dataset; level of theory: wB97M-V/def2-TZVPD.

```
! RIJCOSX wB97M-V def2-TZVPD def2/J DEFGRID3
* xyz -1 1
O 0.356 2.647 0.388
O -1.473 3.578 -0.536
O -1.775 -0.745 0.624
O -0.384 0.438 3.085
O 2.417 -3.166 0.037
C 0.512 -0.494 -0.241
C -0.672 -1.407 0.031
C 0.336 0.401 -1.496
C -0.722 2.580 -0.557
C -0.703 1.489 -1.400
H -0.651 -0.225 2.415
H 1.447 -1.061 -0.257
H -0.396 -2.196 0.750
H 1.348 0.751 -1.750
H -1.716 0.194 0.434
H -0.972 -1.936 -0.881
H -0.023 1.149 2.525
H -0.020 -0.304 -2.264
H 2.013 -2.842 -0.775
H 0.114 3.384 0.998
H -1.541 1.370 -2.072
H 0.721 0.213 0.558
H 1.786 -3.820 0.384
*
```

The highest occupied orbital energy comes out at -2.83 eV. The calculation puts the lowest unoccupied orbital energy at 3.030 eV.

Atom charges from the Mulliken analysis, given in e for atoms 1 to 4: -0.508, -0.804, -0.638, -0.696